Record 1
34
Properties=species:S:1:pos:R:3:forces:R:3 method="wB97M-V/def2-TZVPD" total_charge=+2 homo_ev=-16.392 orbital_gap_ev=4.084
Na 0.33471 -3.08959 -0.90827 -0.446 0.189 -0.643
Be 3.33031 0.51502 1.16829 -4.677 0.396 -1.166
N 1.11408 -0.05431 -0.19067 0.102 -0.579 1.360
O 1.27540 0.86291 0.69026 1.242 0.166 0.723
O 0.04420 -0.58882 -0.41399 0.931 0.905 -0.044
O 2.19437 -0.47057 -0.67391 1.754 -0.656 0.185
C 0.54535 0.97565 -3.60809 0.324 -1.432 1.762
C -0.95417 0.85970 -3.33001 -0.284 0.474 -1.765
O -1.47736 -0.04763 -4.34075 -0.236 -0.634 -0.538
C -1.40491 -1.35643 -4.19984 1.333 1.297 -0.262
O -1.06804 -1.94407 -3.20439 0.114 -0.473 0.673
C -1.60976 -2.02969 -5.57501 -2.297 0.809 -0.101
F -2.03194 -3.26737 -5.34776 0.905 -0.425 -0.401
F -2.61650 -1.39792 -6.20414 0.042 -0.016 0.090
F -0.56260 -1.91719 -6.37498 0.435 -0.725 0.546
H 1.08716 1.65079 -2.94287 -0.382 0.394 -0.074
H 0.86604 1.15152 -4.62969 -0.563 0.169 -0.119
H 0.91817 -0.01092 -3.30267 0.409 -0.023 -0.385
H -1.44388 1.78218 -3.63483 -0.201 0.053 0.544
H -1.33359 0.46894 -2.38980 0.616 0.392 0.368
C -1.16905 -0.65388 3.53292 -0.105 0.573 -0.368
C -0.98575 0.86270 3.43513 -1.289 -0.574 -1.132
O -0.11483 1.30729 4.47306 0.656 0.058 0.527
C 1.17334 1.20796 4.33404 -0.255 -0.156 0.235
O 1.77698 1.13748 3.27974 0.686 -0.451 -1.297
C 1.93066 1.15081 5.67806 -0.480 0.960 0.364
F 1.09022 1.37446 6.67382 0.275 -0.142 0.076
F 2.50311 -0.03535 5.82290 0.075 -0.261 -0.126
F 2.87138 2.09569 5.66912 0.082 -0.144 -0.012
H -1.98720 -0.93761 2.86832 0.338 -0.035 -0.416
H -1.51408 -1.04634 4.48766 0.448 0.376 0.308
H -0.20823 -1.07193 3.22812 -0.225 -0.619 0.088
H -1.94474 1.37492 3.48755 0.192 0.202 0.800
H -0.62885 1.14162 2.44265 0.482 -0.066 0.199

=====

Record 2
23
Properties=species:S:1:pos:R:3:forces:R:3 method="wB97M-V/def2-TZVPD" multiplicity=2 de_lowest_kj_mol=148.43 homo_ev="-8.385 / -8.382" s2=0.757 orbital_gap_ev="9.041 / 5.438"
C -1.42722 3.54333 -1.85294 3.464 1.030 0.713
C -0.34643 -0.47932 -0.72631 -0.944 -0.228 -1.082
C -1.31759 -0.25042 -1.71020 -0.172 0.495 -0.139
C 0.32265 0.60045 -0.13460 -0.487 0.061 -0.402
C -1.62896 1.07982 -2.09329 0.326 -1.937 0.465
C -0.00558 1.89087 -0.52666 -0.951 -0.118 -0.855
C -1.00476 2.14282 -1.50574 1.243 0.325 0.873
O -0.06175 -1.77179 -0.38218 -0.416 -1.111 -0.200
H -0.58594 -2.45465 -0.89948 0.827 1.705 0.782
H -1.84378 -1.12838 -2.15992 0.485 0.919 0.333
H 1.06610 0.45661 0.62053 0.333 -0.287 0.250
H -2.36484 1.25774 -2.84404 -0.498 0.001 -0.442
H 0.48297 2.75370 -0.09853 0.164 -0.068 0.207
H -0.72064 4.31142 -1.33023 -1.368 -1.300 -0.669
H -2.39659 3.66328 -1.49650 -1.816 0.695 0.308
H -1.30306 3.77942 -2.90456 -0.408 -0.158 -0.239
C 1.43897 -2.84970 3.36022 1.541 -2.066 0.949
C 2.45673 -2.64356 2.25766 1.026 -0.623 2.237
O 2.03530 -2.28607 1.11000 0.989 -0.058 -0.062
O 3.68579 -2.81708 2.43060 -1.676 0.499 -1.205
H 0.76631 -3.62584 3.00924 -0.229 -0.144 0.034
H 0.88341 -1.98132 3.48684 -1.063 1.659 0.274
H 1.86892 -3.19136 4.39010 -0.370 0.709 -2.130

=====

Record 3
105
Properties=species:S:1:pos:R:3:forces:R:3 method="wB97M-V/def2-TZVPD" multiplicity=2 de_lowest_kj_mol=29.91 homo_ev="-7.411 / -7.374" s2=0.771 orbital_gap_ev="7.776 / 8.006"
Co -0.09349 0.37171 0.73837 0.274 -0.092 -0.151
O -0.19828 -0.28396 4.38355 -0.011 0.012 0.016
C 0.53021 -0.23355 3.40870 0.056 -0.025 -0.033
O 0.28798 -0.79034 2.26385 -0.109 0.078 0.112
C 1.89106 0.44328 3.53000 -0.031 0.050 -0.020
C 2.33640 0.75049 4.81282 -0.004 -0.018 0.000
C 3.61027 1.24670 5.02401 0.007 -0.002 -0.006
C 4.46515 1.43338 3.94533 -0.007 0.004 0.012
C 4.02404 1.15540 2.66365 0.014 -0.032 0.000
C 2.73207 0.67991 2.43786 0.032 0.074 -0.001
P 2.18550 0.39930 0.71599 -0.115 -0.013 -0.032
C 3.02807 -1.17937 0.30549 -0.202 0.085 0.049
C 3.48086 -1.52190 -0.97157 1.635 0.176 0.930
C 3.98417 -2.79741 -1.20788 -0.313 -0.171 -0.064
C 4.03544 -3.73564 -0.19016 -0.194 -0.059 -0.115
C 3.59033 -3.39686 1.07823 0.011 -0.033 0.056
C 3.07396 -2.13601 1.32222 -0.211 -0.059 -0.086
C 2.90412 1.80838 -0.20621 -0.028 -0.022 -0.050
C 3.18100 1.76733 -1.57398 -0.068 0.030 0.005
C 3.54975 2.91271 -2.26438 -0.006 -0.001 -0.007
C 3.63998 4.12755 -1.60497 0.002 0.002 -0.002
C 3.33579 4.18972 -0.25417 0.000 -0.002 0.007
C 2.95893 3.04737 0.43359 0.069 -0.022 0.021
H 1.65688 0.56640 5.63389 0.001 0.003 0.002
H 3.94317 1.47599 6.02812 0.004 -0.007 0.001
H 5.47090 1.80226 4.10015 0.001 -0.002 0.001
H 4.68811 1.32075 1.82424 -0.003 0.007 -0.008
H 3.85324 -0.73343 -1.60842 -0.832 -0.064 -0.545
H 4.28963 -3.06900 -2.21124 0.257 0.103 0.048
H 4.42035 -4.72851 -0.38537 -0.008 -0.004 0.002
H 3.62170 -4.12313 1.88003 0.022 0.003 0.005
H 2.69338 -1.90035 2.30646 0.018 0.001 -0.001
H 3.07977 0.85295 -2.13466 0.000 0.000 -0.008
H 3.75043 2.85234 -3.32648 0.007 0.000 0.001
H 3.92313 5.02220 -2.14401 -0.007 0.003 -0.004
H 3.36529 5.13654 0.26931 -0.008 0.003 -0.001
H 2.68878 3.13290 1.47693 0.016 -0.010 0.011
Cl 0.01165 6.19243 -4.24352 0.008 -0.014 0.011
C -0.11251 4.98588 -2.99219 -0.013 -0.005 -0.021
C -0.42994 3.68181 -3.32278 0.017 0.006 -0.005
C -0.51107 2.73453 -2.31983 -0.044 -0.014 0.011
Cl -1.03034 1.12595 -2.73868 0.003 0.017 0.006
C -0.24974 3.00801 -0.95877 0.061 0.012 -0.030
O -0.26758 2.13435 -0.01927 -0.093 -0.074 0.142
C -0.00635 4.37789 -0.68945 0.002 0.011 0.009
Cl 0.16609 4.85770 0.97491 -0.007 -0.002 -0.016
C 0.07648 5.34568 -1.66929 0.002 0.001 0.013
H -0.62486 3.40108 -4.34815 -0.007 0.005 -0.001
H 0.28367 6.37175 -1.39993 0.001 -0.001 0.001
C -4.52155 1.19565 -0.75923 -0.008 0.009 -0.008
C -4.77081 0.76838 0.68557 0.010 0.009 -0.009
N -3.98507 1.51856 1.66258 -0.041 0.014 0.005
C -4.66748 2.58155 2.39278 0.000 -0.014 -0.001
C -4.86266 3.85070 1.57245 0.000 0.006 -0.005
C -2.64762 1.33470 1.73976 0.057 -0.036 0.072
C -1.85683 2.23534 2.64197 -0.016 0.011 0.004
N -2.02477 0.40186 1.09385 -0.031 0.020 -0.014
H -4.99960 0.49306 -1.44234 -0.018 0.014 0.002
H -3.45655 1.21477 -0.99335 0.000 -0.022 0.003
H -4.92427 2.19059 -0.94782 0.016 0.009 0.005
H -4.58084 -0.30138 0.80842 0.021 -0.008 0.000
H -5.81905 0.91804 0.94563 -0.003 -0.021 -0.007
H -4.11265 2.80069 3.30104 0.007 -0.001 -0.009
H -5.63477 2.18801 2.71258 0.001 0.009 0.012
H -3.91168 4.19886 1.16581 0.001 0.007 0.011
H -5.28208 4.64268 2.19424 -0.011 -0.004 -0.001
H -5.54500 3.68277 0.73877 0.009 -0.003 -0.007
H -2.12850 2.04954 3.68200 0.016 -0.014 0.002
H -2.02137 3.28564 2.40562 -0.008 -0.001 0.000
H -0.79673 2.03154 2.53107 -0.002 0.010 -0.010
H -2.62263 -0.21711 0.56134 -0.018 0.050 -0.053
C 0.87786 -5.91396 1.50366 0.002 -0.005 -0.023
C 0.35986 -4.85531 2.23507 -0.015 -0.001 0.025
C -0.01297 -3.67911 1.59933 -0.057 0.003 -0.010
C 0.12242 -3.55256 0.21721 -0.024 -0.015 -0.017
C 0.64421 -4.61767 -0.51047 0.074 0.007 0.021
C 1.01965 -5.79126 0.12939 -0.016 0.014 0.010
As -0.43841 -1.87401 -0.62056 0.171 -0.068 -0.028
C -2.31154 -2.29955 -0.96808 -0.034 0.069 0.052
C -2.92819 -1.94525 -2.16474 -0.021 0.022 0.000
C -4.28662 -2.16975 -2.34751 0.008 -0.013 -0.007
C -5.04338 -2.73757 -1.33254 -0.003 0.001 0.006
C -4.43826 -3.07657 -0.12971 0.002 -0.002 -0.002
C -3.08067 -2.85291 0.05405 0.006 -0.050 -0.018
C 0.32722 -2.06207 -2.39360 -0.003 -0.112 0.133
C 1.31894 -1.14562 -2.71972 -1.358 0.709 -1.036
C 1.89404 -1.16942 -3.98502 0.381 -0.284 0.070
C 1.53099 -2.14712 -4.89808 0.153 -0.042 0.083
C 0.56028 -3.08174 -4.56198 -0.059 -0.032 -0.046
C -0.04596 -3.03599 -3.31585 0.107 -0.085 0.080
H 1.17269 -6.82900 2.00199 -0.002 -0.002 0.000
H 0.24978 -4.93595 3.30936 0.002 -0.003 0.000
H -0.38117 -2.84703 2.18472 -0.005 0.016 -0.007
H 0.78820 -4.53938 -1.57867 0.001 0.009 0.002
H 1.42755 -6.60932 -0.45142 0.004 0.001 -0.001
H -2.34989 -1.49961 -2.96508 -0.002 0.000 0.001
H -4.75230 -1.89930 -3.28703 0.000 0.000 0.001
H -6.10083 -2.91725 -1.47873 -0.002 0.001 0.002
H -5.02142 -3.52065 0.66721 -0.003 0.005 0.001
H -2.61678 -3.12741 0.99453 -0.002 0.003 0.001
H 1.30812 -0.20446 -2.18141 0.691 -0.286 0.521
H 2.66219 -0.45048 -4.24744 -0.153 0.144 -0.059
H 1.98824 -2.16950 -5.87902 0.007 -0.009 0.002
H 0.26674 -3.83970 -5.27721 -0.024 0.020 -0.008
H -0.82162 -3.75114 -3.06770 -0.006 0.003 -0.008